Entry 1:
Molecular formula: C10H11BFeO3
Method: DFT, ωB97M-V/def2-TZVPD

Positions of all 26 atoms, in Å:
1 O -1.269 -2.576 2.757
2 C -0.848 -2.078 1.785
3 Fe -0.376 -1.443 0.243
4 C -1.425 -2.547 -0.720
5 O -2.087 -3.247 -1.394
6 C -1.718 -0.280 0.278
7 O -2.836 0.043 0.344
8 C 0.508 -0.190 -2.072
9 C 0.773 1.020 -1.442
10 C 0.915 1.138 -0.063
11 C 0.682 0.091 0.893
12 C 1.636 -1.016 0.832
13 C 1.789 -1.647 -0.371
14 C 0.853 -1.450 -1.452
15 H 0.034 -0.252 -3.085
16 H 0.829 1.984 -1.992
17 H 1.387 2.071 0.300
18 H 0.310 0.365 1.891
19 H 2.142 -1.360 1.764
20 H 2.446 -2.532 -0.444
21 H 0.741 -2.371 -2.059
22 H -0.330 2.152 0.370
23 B -0.890 3.282 0.810
24 H -0.152 3.917 1.611
25 H -1.184 4.010 -0.146
26 H -1.931 2.918 1.362

2S+1 = 5
HOMO-LUMO gap (spin up / spin down) = 6.55 / 5.53 eV
ΔE to the lowest compared entry with this formula, charge and spin = 31.5 kcal/mol
LUMO (spin up / spin down) = -0.335 / -0.445 hartree
E = -1900.8938 Eh
Total charge = +2



Entry 2:
Molecular formula: C10H11Br27O4P
Method: DFT, ωB97M-V/def2-TZVPD

Positions of all 53 atoms, in Å:
1 O -2.004 -6.496 3.562
2 C -1.766 -5.782 2.577
3 O -2.461 -4.820 2.239
4 P -0.223 -6.058 1.508
5 O 0.867 -6.974 2.386
6 O -0.613 -6.771 0.019
7 H 0.434 -7.627 2.959
8 H -1.525 -7.086 -0.022
9 C -1.131 -2.462 -0.544
10 Br -1.853 -1.922 -2.263
11 Br -1.030 -4.378 -0.360
12 Br 0.581 -1.648 -0.198
13 H -1.813 -2.097 0.213
14 C 4.522 -3.133 -0.658
15 Br 5.297 -2.088 0.770
16 Br 3.366 -4.517 0.018
17 Br 3.611 -2.017 -1.935
18 H 5.338 -3.614 -1.176
19 C 2.261 2.434 -0.162
20 Br 1.720 2.289 -2.007
21 Br 0.785 2.933 0.973
22 Br 3.133 0.836 0.459
23 H 2.986 3.232 -0.109
24 C -0.986 2.470 -5.244
25 Br -1.757 1.100 -4.136
26 Br -0.542 4.047 -4.227
27 Br 0.532 1.817 -6.235
28 H -1.736 2.758 -5.965
29 C 2.982 -4.957 4.727
30 Br 1.139 -4.481 4.519
31 Br 4.156 -3.505 4.239
32 Br 3.360 -5.607 6.507
33 H 3.183 -5.770 4.044
34 C -0.858 7.921 -3.047
35 Br 0.657 6.842 -2.553
36 Br -1.400 9.090 -1.615
37 Br -0.537 8.893 -4.680
38 H -1.680 7.246 -3.234
39 C -1.110 -1.182 5.886
40 Br -1.720 -2.848 5.149
41 Br 0.750 -1.229 6.398
42 Br -1.477 0.293 4.695
43 H -1.676 -1.006 6.789
44 C -5.560 -1.829 4.073
45 Br -4.661 -3.222 3.098
46 Br -7.486 -1.971 3.947
47 Br -4.980 -1.748 5.916
48 H -5.285 -0.889 3.617
49 C 1.243 11.229 -8.206
50 Br 1.469 10.349 -9.903
51 Br -0.450 10.793 -7.397
52 Br 2.710 10.869 -7.012
53 H 1.240 12.292 -8.396

HOMO-LUMO gap = 5.07 eV
LUMO = 0.027 hartree
E = -70528.3131 Eh
Total charge = -1



Entry 3:
Molecular formula: C10H11BrP
Method: DFT, ωB97M-V/def2-TZVPD

Positions of all 23 atoms, in Å:
1 C -4.234 -0.739 1.157
2 C -4.107 0.609 1.231
3 C -3.600 -1.396 0.075
4 C -3.299 1.376 0.303
5 C -2.787 -0.814 -0.908
6 C -2.820 0.523 -0.602
7 C 3.180 0.228 1.845
8 C 3.217 0.491 -2.271
9 C 2.843 -0.528 0.763
10 C 2.069 -0.020 -1.881
11 P 1.477 0.016 -0.166
12 Br 0.322 -1.917 -0.072
13 H -4.704 -1.208 1.967
14 H -4.465 1.074 2.124
15 H -3.477 -2.453 0.147
16 H -3.260 2.495 0.284
17 H -2.225 -1.367 -1.774
18 H 4.100 -0.052 2.540
19 H 2.672 1.127 1.912
20 H 3.422 0.651 -3.221
21 H 3.908 0.886 -1.475
22 H 3.335 -1.355 0.234
23 H 1.366 -0.562 -2.508

HOMO-LUMO gap = 4.66 eV
ΔE to the lowest compared entry with this formula, charge and spin = 41.7 kcal/mol
LUMO = -0.256 hartree
E = -3302.5505 Eh
Total charge = +1



Entry 4:
Molecular formula: C10H11FN3OPtSe2Te2
Method: DFT, ωB97M-V/def2-TZVPD

Positions of all 31 atoms, in Å:
1 Pt -0.480 0.636 0.634
2 Se -0.737 -0.080 3.322
3 Te 0.069 2.020 4.169
4 Te -0.688 3.871 2.264
5 Se 0.356 3.317 0.164
6 C 4.275 -1.623 -1.699
7 N 3.399 -0.892 -0.806
8 C 3.823 -0.362 0.475
9 C 2.540 0.287 0.976
10 O 2.412 0.947 1.978
11 N 1.551 0.020 0.066
12 C 2.100 -0.650 -0.963
13 N 1.373 -1.010 -2.012
14 H 5.292 -1.257 -1.578
15 H 3.983 -1.462 -2.736
16 H 4.263 -2.693 -1.484
17 H 4.624 0.370 0.368
18 H 4.150 -1.147 1.161
19 H 0.406 -0.728 -2.028
20 H 1.763 -1.477 -2.811
21 F -6.481 -0.040 -0.018
22 C -5.151 0.079 0.021
23 C -4.380 -1.070 0.113
24 C -3.004 -0.944 0.165
25 C -2.402 0.318 0.133
26 C -3.208 1.454 -0.012
27 C -4.590 1.340 -0.044
28 H -4.864 -2.037 0.154
29 H -2.401 -1.840 0.233
30 H -2.767 2.440 -0.092
31 H -5.224 2.213 -0.115

2S+1 = 5
HOMO-LUMO gap (spin up / spin down) = 6.63 / 5.32 eV
LUMO (spin up / spin down) = -0.145 / -0.213 hartree
E = -6184.9957 Eh
Total charge = +1



Entry 5:
Molecular formula: C10H11N
Method: DFT, ωB97M-V/def2-TZVPD

Positions of all 22 atoms, in Å:
1 N 2.917 1.266 -1.243
2 C 1.824 0.430 -0.745
3 C 0.901 0.315 -1.831
4 C -0.351 -0.248 -1.651
5 C -1.033 -0.363 -0.357
6 C -2.196 -1.203 -0.178
7 C -2.739 -1.397 1.098
8 C -1.986 -0.667 2.118
9 C -0.876 0.084 1.966
10 C -0.203 0.178 0.756
11 C 1.111 0.912 0.560
12 H 3.046 1.061 -2.238
13 H 3.625 1.713 -0.758
14 H 2.094 -0.581 -0.432
15 H 1.355 0.106 -2.816
16 H -1.030 -0.704 -2.372
17 H -2.597 -1.582 -1.101
18 H -3.506 -2.162 1.225
19 H -2.419 -0.527 3.164
20 H -0.665 0.622 2.887
21 H 0.946 2.012 0.578
22 H 1.783 0.733 1.370

HOMO-LUMO gap = 8.41 eV
ΔE to the lowest compared entry with this formula, charge and spin = 37.9 kcal/mol
LUMO = 0.018 hartree
E = -442.3276 Eh



Entry 6:
Molecular formula: C10H11N2O2
Method: DFT, ωB97M-V/def2-TZVPD

Positions of all 25 atoms, in Å:
1 C -0.898 -2.311 2.189
2 C -1.104 -1.190 3.030
3 C -0.564 -2.039 0.895
4 C -0.722 0.056 2.576
5 C -0.217 -0.780 0.377
6 C -0.177 0.332 1.326
7 C 0.972 2.105 -0.083
8 C 0.007 0.348 -2.961
9 C 0.481 -1.114 -3.186
10 C 0.024 -0.729 -1.023
11 N 0.341 1.512 1.020
12 N 1.345 3.273 0.394
13 O -0.005 0.459 -1.543
14 O 0.359 -1.698 -1.847
15 H -1.071 -3.295 2.372
16 H -1.519 -1.223 4.076
17 H -0.610 -2.859 0.083
18 H -0.986 0.927 3.315
19 H 0.710 1.020 -3.497
20 H -0.950 0.602 -3.337
21 H -0.143 -1.817 -3.704
22 H 1.420 -1.319 -3.493
23 H 0.287 2.231 1.902
24 H 1.715 3.912 -0.265
25 H 1.306 3.595 1.386

HOMO-LUMO gap = 7.81 eV
ΔE to the lowest compared entry with this formula, charge and spin = 55.0 kcal/mol
LUMO = -0.154 hartree
E = -647.2926 Eh
Total charge = +1



> What is the E in the second record?

-70528.3131 Eh



> Which value of E does entry 1 give?

-1900.8938 Eh



> The highest E belongs to which entry?

C10H11N



> Which of these has the lowest E?

C10H11Br27O4P